(1)
C9H31P3Pm | wB97M-V/def2-TZVPD

ORCA input file:
```
! wB97M-V def2-TZVPD RIJCOSX def2/J DEFGRID3
* xyz 1 5
Pm 0.128 0.047 -0.980
H -2.672 -0.391 -1.015
H -2.663 0.383 -1.018
P 0.741 -2.603 -0.812
P 0.751 2.715 -0.767
C 0.927 3.566 0.800
H 1.121 4.629 0.681
H 0.064 3.453 1.458
H 1.753 3.115 1.353
C 2.140 3.183 -1.836
H 2.037 2.715 -2.822
H 2.263 4.263 -1.963
H 3.053 2.749 -1.413
C -0.730 3.420 -1.565
H -1.632 3.243 -0.975
H -0.679 4.487 -1.772
H -0.953 2.912 -2.508
C 2.230 -3.068 -1.747
H 2.348 -4.144 -1.920
H 2.243 -2.548 -2.713
H 3.100 -2.677 -1.205
C 0.723 -3.537 0.723
H -0.195 -3.421 1.303
H 0.900 -4.602 0.574
H 1.504 -3.147 1.379
C -0.643 -3.274 -1.805
H -0.751 -2.721 -2.744
H -0.575 -4.334 -2.055
H -1.604 -3.112 -1.309
H 0.752 0.045 -2.651
H 2.020 0.045 -0.207
C -2.470 -1.543 2.026
P -1.177 -0.248 1.503
C -1.973 1.273 2.149
C 0.469 -0.103 2.556
H -3.344 -1.309 1.363
H -2.851 -1.428 3.064
H -2.286 -2.601 1.817
H -2.488 0.987 3.083
H -1.366 2.183 2.228
H -2.746 1.507 1.402
H 0.258 0.058 3.623
H 1.166 -0.947 2.451
H 1.109 0.777 2.266
*
```

Summary:
total energy = -1993.53753 Eh
HOMO energy (alpha / beta) = -11.2 / -11.1 eV
<S²> = 6.0084

(2)
C9H32HfN16O11 | wB97M-V/def2-TZVPD

ORCA input file:
```
! wB97M-V def2-TZVPD RIJCOSX def2/J DEFGRID3
* xyz 1 2
Hf -0.601 -0.976 1.194
C 1.034 -0.243 -0.851
O 1.362 -1.185 -0.098
O -0.096 -0.565 -1.057
O 0.784 0.539 0.067
C 4.432 0.380 1.485
O 5.585 0.288 1.820
N 4.082 0.666 0.282
N 3.412 0.153 2.290
H 4.735 1.125 -0.337
H 3.236 0.268 -0.101
H 2.502 0.116 1.855
H 3.541 -0.073 3.266
C -0.305 -3.617 -2.986
O 0.076 -4.492 -3.727
N -1.331 -2.938 -3.084
N 0.278 -3.409 -1.844
H -1.768 -2.501 -2.285
H -1.835 -3.213 -3.915
H 0.359 -2.445 -1.555
H 0.979 -4.032 -1.469
C -2.597 2.010 1.576
O -1.924 1.000 1.217
N -3.121 2.265 2.791
N -2.843 3.025 0.783
H -3.210 3.165 3.240
H -3.336 1.415 3.292
H -3.034 3.919 1.212
H -2.210 3.028 -0.004
C 0.296 1.010 3.974
O 0.120 0.645 2.894
N 1.097 2.037 4.236
N -0.204 0.569 5.026
H 1.502 2.597 3.500
H 1.017 2.381 5.183
H -0.164 0.981 5.948
H -0.858 -0.045 4.562
C 1.059 4.055 -0.708
O 1.117 5.272 -0.910
N 1.743 3.258 -1.480
N 0.578 3.476 0.275
H 1.682 2.250 -1.488
H 2.294 3.660 -2.225
H 0.264 3.946 1.111
H 0.793 2.489 0.262
C -2.559 2.371 -3.048
O -3.716 2.787 -3.143
N -2.231 1.256 -2.346
N -1.622 3.086 -3.588
H -1.320 0.820 -2.310
H -2.920 0.624 -1.963
H -0.757 2.586 -3.737
H -1.707 3.978 -4.054
C 4.024 -4.492 -1.005
O 3.852 -4.655 -2.151
N 4.229 -5.486 -0.178
N 3.762 -3.363 -0.390
H 4.368 -5.183 0.775
H 3.894 -6.355 -0.569
H 3.294 -2.660 -0.945
H 3.713 -3.444 0.615
C -3.859 -1.614 -0.555
O -2.767 -1.189 -0.128
N -4.277 -1.784 -1.790
N -4.835 -1.738 0.354
H -5.138 -2.280 -1.971
H -3.613 -1.709 -2.548
H -5.629 -2.321 0.132
H -4.713 -1.484 1.324
*
```

Summary:
total energy = -2113.47558 Eh
HOMO energy (alpha / beta) = -11.3 / -11.3 eV
<S²> = 0.7862

(3)
C9H32O7 | wB97M-V/def2-TZVPD

ORCA input file:
```
! wB97M-V def2-TZVPD RIJCOSX def2/J DEFGRID3
* xyz 0 1
C 1.594 0.199 2.124
C 2.733 -0.627 2.698
C 3.789 -0.993 1.667
O 3.309 0.063 3.812
H 1.269 -0.158 1.152
H 1.932 1.241 2.129
H 0.749 0.187 2.819
H 2.348 -1.576 3.092
H 4.589 -1.569 2.135
H 4.216 -0.108 1.185
H 3.363 -1.596 0.866
H 4.254 0.165 3.673
C -2.994 3.630 -1.083
C -1.696 4.056 -1.754
C -1.310 3.206 -2.947
O -1.782 5.404 -2.232
H -3.114 2.552 -0.972
H -3.844 3.981 -1.678
H -3.095 4.045 -0.076
H -0.899 4.014 -1.000
H -0.328 3.530 -3.303
H -1.997 3.369 -3.781
H -1.274 2.138 -2.742
H -2.161 5.938 -1.528
C -0.930 -4.928 0.457
C -0.518 -3.446 0.364
C 0.992 -3.296 0.312
O -0.999 -2.876 -0.875
H -1.130 -5.184 1.498
H -0.143 -5.564 0.060
H -1.846 -5.100 -0.109
H -0.939 -2.865 1.186
H 1.281 -2.267 0.516
H 1.376 -3.567 -0.671
H 1.445 -3.927 1.078
H -1.959 -2.945 -0.903
O 2.057 -1.156 -3.494
H 2.785 -0.585 -3.750
H 1.655 -0.721 -2.733
O -3.385 0.356 0.988
H -3.979 1.061 1.261
H -2.602 0.813 0.658
O -0.916 1.974 0.967
H -0.599 2.106 1.865
H -0.136 2.093 0.416
O -0.005 -0.265 -1.068
H -0.755 0.335 -1.026
H -0.402 -1.133 -1.255
*
```

Summary:
total energy = -888.76418 Eh
HOMO energy = -10.3 eV
structure (SMILES) = CC(C)O.CC(C)O.CC(C)O.O.O.O.O

(4)
C9H34N2O8 | wB97M-V/def2-TZVPD

ORCA input file:
```
! wB97M-V def2-TZVPD RIJCOSX def2/J DEFGRID3
* xyz 0 1
N -2.194 0.528 5.277
C -1.178 1.260 4.780
N -0.775 1.099 3.535
O -0.611 2.252 5.613
H -2.351 0.846 6.288
H -2.693 -0.214 4.809
H 0.016 1.618 3.172
H -1.206 0.332 3.040
C -3.571 -0.370 -2.478
C -2.352 0.317 -1.776
O -1.297 -0.105 -2.604
H -4.469 0.042 -1.988
H -3.600 -1.388 -2.532
H -3.657 0.014 -3.528
H -2.281 -0.025 -0.755
H -2.598 1.396 -1.736
H -1.046 -0.955 -2.219
C 2.152 -3.400 2.373
O 2.236 -2.719 1.140
H 2.479 -2.726 3.140
H 2.903 -4.180 2.418
H 1.166 -3.725 2.521
H 1.685 -3.125 0.415
C 1.536 1.683 -3.784
O 0.351 1.862 -3.120
H 1.374 1.010 -4.587
H 2.294 1.207 -3.240
H 1.752 2.645 -4.165
H -0.036 0.991 -2.978
C 1.147 0.372 0.059
O 0.046 0.905 0.722
H 0.754 -0.198 -0.772
H 1.666 -0.284 0.722
H 1.812 1.182 -0.312
H -0.534 0.181 0.843
C -0.874 -2.050 2.096
O -1.745 -0.965 1.927
H -0.307 -1.965 3.046
H -0.148 -2.069 1.321
H -1.320 -3.026 1.970
H -2.613 -1.241 1.603
C 2.976 -1.645 -2.309
O 1.626 -1.614 -2.807
H 3.452 -0.756 -2.586
H 3.570 -2.424 -2.587
H 3.038 -1.587 -1.253
H 1.634 -1.578 -3.802
C 0.528 3.915 -0.570
O -0.742 3.522 -1.196
H 1.331 3.798 -1.294
H 0.746 3.481 0.405
H 0.466 4.963 -0.344
H -0.548 2.934 -1.902
*
```

Summary:
total energy = -1074.55738 Eh
HOMO energy = -8.5 eV
structure (SMILES) = NC(N)=O.CCO.CO.CO.CO.CO.CO.CO

(5)
C9H35F3NO12PS | wB97M-V/def2-TZVPD

ORCA input file:
```
! wB97M-V def2-TZVPD RIJCOSX def2/J DEFGRID3
* xyz 0 1
C 5.330 -0.356 0.356
C 4.367 -0.587 -0.824
C 2.940 -0.160 -0.450
N 2.895 1.313 -0.416
C 1.652 1.905 -0.409
O 1.481 3.097 -0.590
O 0.617 1.060 -0.112
C -0.478 1.190 -1.035
C -1.699 1.670 -0.212
C -3.075 1.099 -0.601
C -3.403 -0.024 0.317
F -3.967 0.349 1.507
C -3.128 -1.357 0.151
F -2.163 -1.960 0.853
F -3.762 -2.144 -0.690
P -0.570 -0.468 -1.874
S 0.428 -0.365 -3.559
H 6.007 0.459 0.112
H 4.770 -0.154 1.265
H 5.934 -1.240 0.557
H 4.657 -0.048 -1.723
H 4.301 -1.653 -1.025
H 2.670 -0.562 0.520
H 2.286 -0.586 -1.211
H 3.437 1.709 -1.170
H -0.276 1.928 -1.802
H -1.495 1.563 0.848
H -1.770 2.743 -0.375
H -3.806 1.884 -0.400
H -3.191 0.854 -1.651
H -0.039 -1.454 -1.019
H -1.884 -0.857 -2.178
O -5.718 2.703 1.707
H -5.431 1.789 1.595
H -6.648 2.626 1.960
O -8.019 4.421 1.053
H -8.390 4.238 0.184
H -7.101 4.137 0.984
O 6.272 -3.256 0.073
H 5.992 -3.798 0.817
H 6.694 -3.874 -0.536
O -2.264 4.916 0.721
H -1.512 5.507 0.615
H -2.877 5.406 1.276
O -6.632 1.401 -1.300
H -6.491 2.053 -0.603
H -6.506 0.554 -0.861
O -0.998 -4.612 1.787
H -0.260 -4.386 2.366
H -1.307 -3.763 1.457
O 2.752 5.642 -1.311
H 2.327 4.822 -1.023
H 3.215 5.402 -2.117
O -0.238 -6.256 -0.888
H -0.320 -5.975 0.032
H 0.094 -5.478 -1.344
O 8.636 -3.341 -1.587
H 8.772 -2.404 -1.756
H 9.508 -3.671 -1.351
O -0.552 -4.328 5.023
H -1.469 -4.042 4.968
H -0.597 -5.281 4.900
*
```

Summary:
total energy = -2360.55749 Eh
HOMO energy = -9.0 eV
structure (SMILES) = CCCNC(=O)O[C@H](CCC(F)=C(F)F)[PH2]=S.O.O.O.O.O.O.O.O.O.O

(6)
C9H36BCrF4O9 | wB97M-V/def2-TZVPD

ORCA input file:
```
! wB97M-V def2-TZVPD RIJCOSX def2/J DEFGRID3
* xyz 1 5
Cr 2.096 -0.949 -0.817
B -0.845 -0.463 0.757
F -0.659 -1.084 1.982
F -1.946 -1.085 0.197
F -1.096 0.850 0.839
F 0.323 -0.734 0.007
C 1.274 -3.340 0.932
O 2.409 -2.652 0.501
H 1.566 -4.380 0.921
H 0.444 -3.289 0.271
H 1.013 -3.124 1.916
H 3.022 -3.035 1.136
C 2.540 1.784 -2.232
O 1.740 0.625 -2.058
H 2.186 2.500 -3.000
H 3.426 1.333 -2.583
H 2.725 2.344 -1.376
H 0.861 0.936 -2.343
C 1.997 1.187 1.195
O 2.971 0.328 0.586
H 1.215 1.579 0.468
H 2.486 2.078 1.597
H 1.443 0.666 1.979
H 3.778 0.464 1.157
C 0.335 4.091 0.756
O 1.573 4.040 0.303
H -0.331 3.602 0.091
H -0.012 5.164 0.843
H 0.317 3.672 1.783
H 1.642 4.384 -0.606
C -2.285 -3.531 2.311
O -2.453 -3.506 0.920
H -1.205 -3.600 2.611
H -2.693 -4.439 2.688
H -2.759 -2.638 2.694
H -2.341 -2.622 0.644
C -0.196 -2.334 -2.325
O 1.161 -2.329 -2.028
H -0.905 -2.703 -1.490
H -0.349 -3.091 -3.157
H -0.429 -1.385 -2.715
H 1.570 -3.242 -2.162
C 0.173 1.099 4.260
O 1.516 1.367 4.604
H -0.057 0.058 4.367
H -0.304 1.476 3.342
H -0.492 1.570 5.036
H 1.732 0.961 5.465
C -4.001 -0.288 -2.955
O -2.748 -0.195 -2.372
H -4.549 0.653 -2.770
H -4.515 -1.195 -2.661
H -3.936 -0.372 -4.050
H -2.799 -0.687 -1.564
C -0.818 2.557 -2.211
O -0.650 1.324 -2.801
H 0.162 3.061 -2.134
H -1.314 2.506 -1.265
H -1.578 3.233 -2.745
H -1.430 0.796 -2.739
*
```

Summary:
total energy = -2510.30912 Eh
HOMO energy (alpha / beta) = -11.9 / -11.9 eV
<S²> = 6.0054